Arrangement a

The following is a quantum chemistry calculation of a single C2H5N3S2 molecule, from the Open Molecules 2025 dataset.

Geometry as ORCA input:
```
! wB97M-V def2-TZVPD RIJCOSX def2/J DEFGRID3
* xyz 0 1
H 0.257 2.133 -0.764
N -0.659 1.776 -0.560
C -0.541 0.674 0.061
C 0.679 -0.136 0.328
N 1.804 0.205 -0.205
S 3.102 -0.895 -0.179
N -1.728 0.013 0.503
S -2.226 -1.304 -0.502
H 0.443 -1.014 0.950
H 3.882 0.007 -0.754
H -2.509 0.642 0.629
H -2.504 -2.101 0.495
*
```

Values from the calculation:
SMILES string: [H]/N=C(\C=N\S)NS
Molecular weight (u): 135.2
Highest occupied orbital energy (eV): -9.217
Lowest unoccupied orbital energy (Ha): -0.005
Orbital gap (eV): 9.09

***

Arrangement b

The following is a quantum chemistry calculation of a single C2H5N3S2 molecule, from the Open Molecules 2025 dataset.

Geometry as ORCA input:
```
! wB97M-V def2-TZVPD RIJCOSX def2/J DEFGRID3
* xyz 0 1
N 0.808 -1.508 0.018
C 1.150 -0.202 0.009
S 2.734 0.350 -0.021
N 0.128 0.696 0.003
C -1.279 0.521 -0.015
N -1.985 1.673 -0.027
S -2.072 -0.958 -0.028
H -0.148 -1.781 0.107
H 1.547 -2.139 0.288
H 0.524 1.638 -0.049
H -2.928 1.587 0.205
H -1.489 2.488 0.317
*
```

Values from the calculation:
SMILES string: NC(=S)NC(N)=S
Molecular weight (u): 135.2
Highest occupied orbital energy (eV): -8.621
Lowest unoccupied orbital energy (Ha): 0.003
Orbital gap (eV): 8.70

***

Winner for stability: arrangement b